Molecular formula: C45H41GeN9O6STeV
Method: DFT, wB97M-V/def2-TZVPD

Structure (XYZ):
```
105
Properties=species:S:1:pos:R:3:mulliken_charge:R:1
V -8.69 0.61 18.36 0.93
O -7.41 0.24 19.85 0.30
C -7.39 -0.06 21.12 0.58
C -6.23 -0.62 21.70 -0.75
C -6.17 -0.89 23.04 -0.69
C -7.25 -0.67 23.89 -1.00
C -8.38 -0.10 23.36 -0.98
C -8.46 0.20 22.00 0.20
C -9.62 0.91 21.54 -0.59
N -10.07 0.96 20.31 2.26
C -11.19 1.76 20.38 -0.82
C -11.39 2.22 21.63 -1.46
N -10.34 1.69 22.35 0.09
H -5.42 -0.85 21.03 0.50
H -5.28 -1.36 23.43 0.42
H -7.16 -0.93 24.94 0.39
H -9.24 0.04 23.98 0.48
H -11.85 1.93 19.54 0.61
H -12.08 2.93 22.06 0.48
H -10.11 1.92 23.30 0.26
N -6.73 2.87 20.33 0.31
C -7.70 3.61 19.79 -0.26
N -7.73 4.90 20.03 -0.79
C -8.57 5.63 19.32 -0.02
N -8.40 6.97 19.42 -0.47
N -9.55 5.15 18.54 -0.75
C -9.52 3.83 18.45 0.24
N -8.63 2.99 18.99 1.32
C -10.57 3.23 17.60 -0.77
C -11.48 4.04 16.96 -0.73
C -12.49 3.45 16.22 -1.16
C -12.49 2.06 16.13 -1.10
C -11.52 1.33 16.76 -0.45
N -10.54 1.89 17.47 2.18
H -5.97 3.35 20.78 0.35
H -6.60 1.92 20.00 -0.36
H -7.48 7.26 19.70 0.29
H -8.88 7.52 18.75 0.23
H -11.37 5.10 17.12 0.64
H -13.23 4.00 15.68 0.42
H -13.28 1.50 15.63 0.49
H -11.56 0.24 16.70 -0.12
C -8.48 -4.10 22.10 -0.75
C -9.77 -3.60 22.17 -0.55
C -10.31 -2.87 21.11 -0.02
C -9.54 -2.62 19.99 -0.87
C -8.21 -3.07 19.95 0.04
C -7.70 -3.82 20.99 -0.53
Ge -10.15 -1.56 18.41 2.03
C -12.18 -1.58 18.49 -0.18
C -12.92 -0.91 19.44 -0.06
C -14.31 -0.84 19.42 -0.86
C -15.01 -1.47 18.40 -0.68
C -14.29 -2.13 17.44 -0.85
C -12.91 -2.21 17.48 -0.07
C -9.82 -2.83 16.92 -0.20
C -9.76 -2.34 15.61 -0.51
C -9.42 -3.17 14.56 -0.44
C -9.09 -4.50 14.82 -0.61
C -9.14 -5.00 16.12 -0.76
C -9.54 -4.17 17.15 -0.42
H -8.12 -4.69 22.89 0.41
H -10.41 -3.81 23.01 0.43
H -11.33 -2.50 21.21 0.20
H -7.56 -2.82 19.12 0.27
H -6.67 -4.17 20.93 0.38
H -12.40 -0.41 20.26 0.20
H -14.80 -0.31 20.23 0.42
H -16.08 -1.47 18.38 0.40
H -14.76 -2.62 16.61 0.42
H -12.41 -2.75 16.69 0.39
H -9.96 -1.29 15.42 0.15
H -9.34 -2.79 13.56 0.41
H -8.77 -5.16 14.01 0.33
H -8.89 -6.02 16.35 0.41
H -9.62 -4.55 18.14 0.53
O -7.39 -0.94 14.92 -0.52
C -7.09 -0.83 16.06 -0.42
O -7.87 -0.37 17.00 0.52
H -6.10 -1.16 16.46 0.27
C -6.40 2.78 14.31 -1.07
Te -8.14 2.89 15.48 0.66
C -9.52 2.52 13.94 -1.11
H -6.61 2.10 13.49 0.45
H -5.63 2.34 14.92 0.16
H -6.10 3.78 14.02 0.43
H -9.27 3.10 13.04 0.41
H -10.53 2.78 14.29 0.23
H -9.47 1.45 13.73 0.33
O -4.23 5.72 16.17 -0.74
S -4.82 5.31 17.44 1.08
O -5.45 6.36 18.22 -0.70
N -5.79 4.06 17.28 -0.05
C -5.20 2.88 17.64 0.20
O -5.72 1.78 17.49 -0.51
C -3.85 3.08 18.31 -0.07
C -3.06 2.14 18.97 -0.53
C -1.98 2.58 19.72 -0.65
C -1.71 3.96 19.78 -0.36
C -2.49 4.90 19.14 -0.75
C -3.55 4.42 18.38 0.27
H -3.34 1.08 18.91 0.50
H -1.37 1.86 20.27 0.38
H -0.87 4.30 20.38 0.36
H -2.31 5.96 19.26 0.46
```

Calculated values
electronic energy: -6371.02860 Eh
ΔE to the lowest compared entry with this formula, charge and spin: 0.0 kcal per mole
HOMO (alpha / beta): -4.514 / -4.542 eV
<S²>: 2.05
2S+1: 3
net charge: -1

---

Molecular formula: C18H18N4O6S2
Method: DFT, wB97M-V/def2-TZVPD

Structure (XYZ):
```
48
Properties=species:S:1:pos:R:3:mulliken_charge:R:1
C -4.55 -3.50 0.68 -0.69
O -4.88 -2.13 0.84 -0.41
C -3.95 -1.25 0.49 0.44
C -4.23 0.11 0.61 -0.72
C -3.22 0.98 0.22 0.59
N -3.33 2.34 0.30 -0.25
S -2.36 3.34 -0.69 1.44
O -2.74 4.66 -0.28 -0.75
O -2.55 2.98 -2.06 -0.69
C -0.72 2.95 -0.15 0.08
C -0.36 3.25 1.15 -0.53
C 0.90 2.91 1.60 -1.07
C 1.80 2.27 0.74 1.08
N 3.04 1.89 1.21 -0.23
S 4.34 1.34 0.29 1.30
O 4.50 2.13 -0.89 -0.62
O 5.42 1.28 1.23 -0.74
C 3.84 -0.31 -0.16 0.14
C 3.55 -1.21 0.85 -0.65
C 3.20 -2.51 0.51 -0.48
C 3.15 -2.89 -0.82 -0.62
C 3.45 -1.98 -1.82 -0.48
C 3.80 -0.68 -1.49 -0.11
C 1.43 2.01 -0.58 -0.17
C 0.17 2.35 -1.02 -0.87
N -2.04 0.54 -0.22 0.02
C -1.88 -0.77 -0.28 0.08
O -0.68 -1.17 -0.72 -0.30
C -0.49 -2.57 -0.82 -0.65
N -2.77 -1.69 0.05 -0.37
H -3.69 -3.76 1.30 0.30
H -5.43 -4.06 1.00 0.25
H -4.31 -3.72 -0.36 0.30
H -5.19 0.45 0.97 0.42
H -4.23 2.72 0.56 0.24
H -1.07 3.74 1.80 0.43
H 1.20 3.12 2.62 0.37
H 3.30 2.17 2.14 0.22
H 3.61 -0.89 1.88 0.40
H 2.96 -3.22 1.29 0.42
H 2.89 -3.90 -1.08 0.45
H 3.41 -2.28 -2.86 0.40
H 4.05 0.05 -2.24 0.52
H 2.14 1.55 -1.24 0.31
H -0.16 2.14 -2.02 0.46
H -0.59 -3.05 0.15 0.32
H -1.22 -3.01 -1.51 0.34
H 0.52 -2.69 -1.21 0.07
```

Calculated values
electronic energy: -2163.55907 Eh
ΔE to the lowest compared entry with this formula, charge and spin: 4.7 kcal per mole
HOMO: -8.784 eV
SMILES string: COc1cc(NS(=O)(=O)c2ccc(NS(=O)(=O)c3ccccc3)cc2)nc(OC)n1

---

Molecular formula: C7H13NO
Method: DFT, wB97M-V/def2-TZVPD

Structure (XYZ):
```
22
Properties=species:S:1:pos:R:3:mulliken_charge:R:1
C -1.61 0.96 1.03 0.00
C -1.72 0.00 0.17 1.00
C 1.41 -0.18 0.42 -0.01
C -1.60 2.01 1.75 -1.06
C -2.13 0.29 -1.22 -1.26
C -1.47 -1.50 0.55 -1.22
C 2.58 0.05 -1.64 -0.81
N 2.51 -0.58 1.03 -0.36
O 1.48 0.25 -0.86 -0.16
H -2.39 2.20 2.43 0.25
H 2.36 -1.03 2.02 0.24
H -0.81 2.61 1.80 0.35
H -1.33 0.13 -2.00 0.21
H -2.46 1.29 -1.20 0.43
H -2.93 -0.45 -1.33 0.34
H -2.42 -1.87 0.85 0.49
H -1.04 -1.90 -0.35 0.31
H -0.72 -1.49 1.44 0.21
H 2.72 0.85 -2.33 0.27
H 2.53 -0.93 -2.18 0.29
H 3.59 0.13 -1.16 0.30
H 3.44 -0.83 0.79 0.19
```

Calculated values
electronic energy: -404.32699 Eh
ΔE to the lowest compared entry with this formula, charge and spin: 125.8 kcal per mole
HOMO: -7.932 eV

---

Q: Number 3 is which compound?
A: C7H13NO

---

Q: ΔE to the lowest compared entry with this formula, charge and spin of number 3 (C7H13NO)?
A: 125.8 kcal per mole

---

Q: The lowest electronic energy belongs to which entry?
A: C45H41GeN9O6STeV